Entry 1
One molecule with the formula C4H2ClNO, computed with ωB97M-V with the def2-TZVPD basis set.

Bonds (Å) are listed after each position.
Atoms and positions in Å:
1 O 1.08540 -2.84586 0.17765  C2 1.206
2 C 1.33221 -1.79456 -0.35888  O1 1.206, C3 1.507, H8 1.036
3 C 0.30975 -0.70177 -0.53914  C2 1.507, C4 1.711, N7 1.283
4 C -1.34266 -0.27208 -0.42914  C3 1.711, Cl5 1.674, C6 1.349
5 Cl -2.89508 -0.84407 -0.17637  C4 1.674
6 C -0.87261 0.98979 -0.51606  C4 1.349, N7 1.475, H9 1.150
7 N 0.53836 0.56017 -0.55521  C3 1.283, C6 1.475
8 H 2.32057 -1.65859 -0.63725  C2 1.036
9 H -1.47230 1.96584 -0.61912  C6 1.150

The calculation puts the LUMO energy at -1.109 eV. The value obtained for the frontier orbital gap is 8.0 eV. The calculation puts the molar mass at 115.5 g/mol. The highest occupied orbital energy is -9.147 eV.

Entry 2
One molecule with the formula C4H2ClNO, computed with ωB97M-V with the def2-TZVPD basis set.

Bonds (Å) are listed after each position.
Atoms and positions in Å:
1 N -2.21719 0.91403 1.23380  C2 1.152
2 C -1.08285 0.85516 1.03886  N1 1.152, C3 1.455
3 C 0.34374 0.88557 0.75210  C2 1.455, O4 1.194, C5 1.484
4 O 1.04823 1.73399 1.20992  C3 1.194
5 C 0.78232 -0.16295 -0.20238  C3 1.484, C6 1.332, H8 1.077
6 C -0.03387 -0.98317 -0.86206  C5 1.332, Cl7 1.750, H9 1.084
7 Cl 0.41988 -2.17089 -2.06435  C6 1.750
8 H 1.84618 -0.18722 -0.36658  C5 1.077
9 H -1.10644 -0.88453 -0.73929  C6 1.084

The calculation puts the LUMO energy at -1.114 eV. The value obtained for the frontier orbital gap is 9.8 eV. The calculation puts the molar mass at 115.5 g/mol. The highest occupied orbital energy is -10.916 eV.

entry 2 is the most stable structure; the next one sits 315.3 kJ/mol above it.

Entry 1
A 2-piece molecular cluster, C2H3NO4 overall, computed with ωB97M-V with the def2-TZVPD basis set.

Bonds (Å) are listed after each position.
Atoms and positions in Å:
1 O 2.33537 -0.36679 0.34214  C2 1.131
2 C 1.43501 -0.30169 -0.33910  O1 1.131, C3 1.334
3 C 0.35725 -0.07990 -1.09410  C2 1.334, N4 1.383, H7 1.076
4 N -0.83657 -0.76518 -0.95532  C3 1.383, O5 1.220, O6 1.226
5 O -0.87661 -1.60546 -0.07136  N4 1.220
6 O -1.70101 -0.42848 -1.75757  N4 1.226
7 H 0.41678 0.46930 -2.01769  C3 1.076
8 O -0.17168 1.24335 1.59159  H9 0.957, H10 1.004
9 H -1.06342 1.16053 1.92965  O8 0.957
10 H 0.10488 0.67432 2.37174  O8 1.004

The calculation puts the LUMO energy at -0.035 eV. The value obtained for the frontier orbital gap is 10.2 eV. The calculation puts the molar mass at 105.0 g/mol. The highest occupied orbital energy is -10.236 eV.

Entry 2
One molecule with the formula C2H3NO4, computed with ωB97M-V with the def2-TZVPD basis set.

Bonds (Å) are listed after each position.
Atoms and positions in Å:
1 C 0.02757 -0.59035 0.40140  C2 1.538, O3 1.390, O4 1.373, N6 1.408
2 C -0.02467 0.51811 -0.66286  C1 1.538, O5 1.329, N6 1.672, O7 1.261
3 O 1.20735 -0.88228 1.07566  C1 1.390, H8 0.967
4 O -1.03335 -0.60081 1.27338  C1 1.373, H9 0.967
5 O -0.93336 1.48809 -0.63257  C2 1.329, H10 0.971
6 N -0.26951 -1.12355 -0.86722  C1 1.408, C2 1.672
7 O 0.84620 0.35702 -1.56044  C2 1.261
8 H 1.91483 -0.94977 0.42012  O3 0.967
9 H -0.76545 -0.11469 2.06501  O4 0.967
10 H -0.96961 1.89823 -1.51249  O5 0.971

The calculation puts the LUMO energy (alpha / beta) at -1.471 / -1.515 eV. The value obtained for the frontier orbital gap (alpha / beta) is 8.2 / 8.2 eV. The calculation puts the molar mass at 105.0 g/mol. The highest occupied orbital energy (alpha / beta) is -9.674 / -9.719 eV.

entry 1 is the most stable structure; the next one sits 14.9 kJ/mol above it.

Entry 1
One molecule with the formula C28H29N3O3, computed with ωB97M-V with the def2-TZVPD basis set.

Bonds (Å) are listed after each position.
Atoms and positions in Å:
1 C -8.33484 -0.04339 0.10275  C2 1.530, H35 1.088, H36 1.088, H37 1.088
2 C -7.55604 -0.15948 1.41476  C1 1.530, C3 1.502, H38 1.092, H39 1.092
3 C -6.09596 -0.38030 1.14095  C2 1.502, C4 1.388, C34 1.390
4 C -5.58547 -1.66362 1.00340  C3 1.388, C5 1.384, H40 1.081
5 C -4.24938 -1.86688 0.70644  C4 1.384, C6 1.387, H41 1.081
6 C -3.39155 -0.78874 0.54664  C5 1.387, C7 1.505, C33 1.390
7 C -1.93957 -0.98155 0.19953  C6 1.505, N8 1.454, H42 1.095, H43 1.094
8 N -1.62109 -0.35714 -1.07401  C7 1.454, C9 1.443, C10 1.350
9 C -2.27474 -0.89094 -2.24391  N8 1.443, H44 1.092, H45 1.088, H46 1.093
10 C -0.77662 0.69561 -1.10469  N8 1.350, O11 1.222, C12 1.516
11 O -0.22789 1.10851 -0.09391  C10 1.222
12 C -0.52587 1.29998 -2.47216  C10 1.516, C13 1.530, H47 1.091, H48 1.091
13 C 0.39688 2.51752 -2.37987  C12 1.530, C14 1.499, H49 1.094, H50 1.091
14 C 1.50442 2.33455 -1.38585  C13 1.499, N15 1.284, C31 1.475
15 N 1.84028 3.34507 -0.66765  C14 1.284, C16 1.365
16 C 2.79525 3.19852 0.29674  N15 1.365, C17 1.398, C21 1.410
17 C 3.14836 4.30356 1.07709  C16 1.398, C18 1.375, H51 1.078
18 C 4.04309 4.16467 2.11219  C17 1.375, C19 1.393, H52 1.080
19 C 4.58773 2.91520 2.39815  C18 1.393, C20 1.378, H53 1.080
20 C 4.26195 1.81247 1.63897  C19 1.378, C21 1.396, H54 1.080
21 C 3.38182 1.94406 0.56339  C16 1.410, C20 1.396, N22 1.377
22 N 3.05540 0.89126 -0.26248  C21 1.377, C23 1.425, C31 1.380
23 C 3.60861 -0.40485 -0.04992  N22 1.425, C24 1.389, C30 1.384
24 C 2.77567 -1.43700 0.36402  C23 1.389, C25 1.377, H55 1.079
25 C 3.29010 -2.70084 0.54807  C24 1.377, C26 1.397, H56 1.078
26 C 4.64465 -2.95606 0.32114  C25 1.397, O27 1.361, C29 1.391
27 O 5.04940 -4.23688 0.53788  C26 1.361, C28 1.407
28 C 6.39759 -4.56644 0.30691  O27 1.407, H57 1.095, H58 1.089, H59 1.095
29 C 5.47205 -1.91955 -0.09806  C26 1.391, C30 1.385, H60 1.078
30 C 4.94990 -0.65121 -0.28767  C23 1.384, C29 1.385, H61 1.080
31 C 2.17652 1.02308 -1.31776  C14 1.475, N22 1.380, O32 1.221
32 O 2.01254 0.11128 -2.11378  C31 1.221
33 C -3.89925 0.49784 0.68393  C6 1.390, C34 1.381, H62 1.080
34 C -5.23439 0.69782 0.97471  C3 1.390, C33 1.381, H63 1.081
35 H -7.95995 0.79025 -0.48693  C1 1.088
36 H -8.22572 -0.95309 -0.48371  C1 1.088
37 H -9.39207 0.11817 0.30001  C1 1.088
38 H -7.68938 0.75640 1.99394  C2 1.092
39 H -7.95438 -0.99293 1.99686  C2 1.092
40 H -6.24030 -2.51420 1.13022  C4 1.081
41 H -3.87016 -2.87478 0.60663  C5 1.081
42 H -1.69034 -2.04723 0.15369  C7 1.095
43 H -1.30441 -0.49775 0.94753  C7 1.094
44 H -1.54374 -1.17723 -3.00259  C9 1.092
45 H -2.84007 -1.77347 -1.95312  C9 1.088
46 H -2.97190 -0.17049 -2.67990  C9 1.093
47 H -1.47120 1.58434 -2.93752  C12 1.091
48 H -0.05204 0.53037 -3.08413  C12 1.091
49 H 0.83593 2.70304 -3.36405  C13 1.094
50 H -0.15820 3.40672 -2.07790  C13 1.091
51 H 2.68972 5.25186 0.84676  C17 1.078
52 H 4.31470 5.01851 2.71432  C18 1.080
53 H 5.27321 2.80564 3.22547  C19 1.080
54 H 4.68336 0.84606 1.87168  C20 1.080
55 H 1.72929 -1.23421 0.53336  C24 1.079
56 H 2.66275 -3.51728 0.86833  C25 1.078
57 H 6.68060 -4.39470 -0.73653  C28 1.095
58 H 6.48370 -5.62824 0.53233  C28 1.089
59 H 7.06827 -4.00291 0.96378  C28 1.095
60 H 6.52058 -2.08453 -0.28881  C29 1.078
61 H 5.59159 0.15019 -0.62372  C30 1.080
62 H -3.23469 1.34155 0.56594  C33 1.080
63 H -5.61464 1.70381 1.08209  C34 1.081

The calculation puts the LUMO energy at 0.599 eV. The value obtained for the frontier orbital gap is 8.5 eV. The calculation puts the molar mass at 455.6 g/mol. The highest occupied orbital energy is -7.942 eV.

Entry 2
One molecule with the formula C28H29N3O3, computed with ωB97M-V with the def2-TZVPD basis set.

Bonds (Å) are listed after each position.
Atoms and positions in Å:
1 C 7.75365 1.75947 0.43142  O2 1.410, H35 1.092, H36 1.092, H37 1.090
2 O 6.61009 2.12168 -0.30957  C1 1.410, C3 1.359
3 C 5.50112 1.33606 -0.34387  O2 1.359, C4 1.394, C32 1.410
4 C 4.49915 1.81092 -1.18819  C3 1.394, C5 1.378, H38 1.079
5 C 3.29706 1.15568 -1.34556  C4 1.378, C6 1.391, H39 1.078
6 C 3.05759 -0.02334 -0.64796  C5 1.391, C7 1.466, C31 1.395
7 C 1.81400 -0.78992 -0.76556  C6 1.466, C8 1.416, N30 1.315
8 C 0.62715 -0.20885 -1.27488  C7 1.416, C9 1.372, H40 1.079
9 C -0.51233 -0.96394 -1.38991  C8 1.372, C10 1.496, C24 1.420
10 C -1.77006 -0.35313 -1.92275  C9 1.496, O11 1.216, N12 1.353
11 O -2.45360 -0.85676 -2.79275  C10 1.216
12 N -2.06602 0.83435 -1.34496  C10 1.353, C13 1.442, H41 1.007
13 C -3.28551 1.55058 -1.62640  N12 1.442, C14 1.554, H42 1.092, H43 1.096
14 C -4.18070 1.78246 -0.37723  C13 1.554, C15 1.518, N21 1.456, H44 1.098
15 C -4.18516 0.58173 0.55147  C14 1.518, C16 1.391, C20 1.389
16 C -4.24537 -0.70852 0.03583  C15 1.391, C17 1.384, H45 1.079
17 C -4.25012 -1.80470 0.88015  C16 1.384, C18 1.384, H46 1.080
18 C -4.20822 -1.63022 2.25229  C17 1.384, C19 1.384, H47 1.080
19 C -4.18743 -0.34905 2.77449  C18 1.384, C20 1.384, H48 1.080
20 C -4.18130 0.74778 1.93077  C15 1.389, C19 1.384, H49 1.079
21 N -3.88474 3.00785 0.35116  C14 1.456, C22 1.447, C23 1.445
22 C -2.49808 3.18712 0.72374  N21 1.447, H50 1.089, H51 1.091, H52 1.101
23 C -4.42718 4.20064 -0.25780  N21 1.445, H53 1.101, H54 1.089, H55 1.090
24 C -0.47739 -2.32792 -0.99816  C9 1.420, C25 1.407, C29 1.424
25 C -1.57233 -3.20660 -1.09373  C24 1.407, C26 1.368, H56 1.078
26 C -1.45987 -4.49921 -0.66062  C25 1.368, C27 1.404, H57 1.080
27 C -0.25607 -4.96811 -0.11175  C26 1.404, C28 1.366, H58 1.080
28 C 0.82813 -4.14294 -0.01190  C27 1.366, C29 1.412, H59 1.079
29 C 0.74933 -2.80518 -0.45557  C24 1.424, C28 1.412, N30 1.342
30 N 1.84644 -2.03822 -0.35346  C7 1.315, C29 1.342
31 C 4.05970 -0.51220 0.19111  C6 1.395, C32 1.384, H60 1.077
32 C 5.27003 0.13694 0.36126  C3 1.410, C31 1.384, O33 1.374
33 O 6.25695 -0.33541 1.19157  C32 1.374, C34 1.406
34 C 6.04555 -1.55626 1.85670  O33 1.406, H61 1.095, H62 1.089, H63 1.094
35 H 7.54332 1.70647 1.50132  C1 1.092
36 H 8.16605 0.80541 0.09716  C1 1.092
37 H 8.47580 2.55369 0.24146  C1 1.090
38 H 4.70501 2.72295 -1.72616  C4 1.079
39 H 2.57044 1.55715 -2.03371  C5 1.078
40 H 0.62352 0.82798 -1.57449  C8 1.079
41 H -1.49004 1.16492 -0.58818  N12 1.007
42 H -3.81817 0.96010 -2.37460  C13 1.092
43 H -3.04836 2.52330 -2.07298  C13 1.096
44 H -5.20722 1.89995 -0.74923  C14 1.098
45 H -4.29781 -0.86694 -1.02996  C16 1.079
46 H -4.29013 -2.80035 0.46392  C17 1.080
47 H -4.20607 -2.48726 2.90948  C18 1.080
48 H -4.17941 -0.20043 3.84466  C19 1.080
49 H -4.18756 1.74567 2.33987  C20 1.079
50 H -2.12371 2.27782 1.19134  C22 1.089
51 H -2.43982 3.99293 1.45698  C22 1.091
52 H -1.84845 3.45890 -0.12313  C22 1.101
53 H -3.94279 4.47241 -1.20884  C23 1.101
54 H -5.49241 4.06442 -0.43692  C23 1.089
55 H -4.29895 5.03212 0.43504  C23 1.090
56 H -2.48944 -2.84902 -1.53329  C25 1.078
57 H -2.30097 -5.17211 -0.74134  C26 1.080
58 H -0.19259 -5.99233 0.22642  C27 1.080
59 H 1.76615 -4.48434 0.39762  C28 1.079
60 H 3.84714 -1.43245 0.70819  C31 1.077
61 H 5.19902 -1.49800 2.54808  C34 1.095
62 H 6.95942 -1.73894 2.42075  C34 1.089
63 H 5.88353 -2.37680 1.15114  C34 1.094

The calculation puts the LUMO energy at -0.028 eV. The value obtained for the frontier orbital gap is 7.8 eV. The calculation puts the molar mass at 455.6 g/mol. The highest occupied orbital energy is -7.815 eV.

entry 1 is the most stable structure; the next one sits 117.5 kJ/mol above it.